Computed, not measured: a cluster of 6 separate species, C23H50BFO9Si in total, with the ωB97M-V functional and the def2-TZVPD basis.

Structure (XYZ):
```
85
Properties=species:S:1:pos:R:3:forces:R:3:mulliken_charge:R:1
C -0.16589 -0.45415 5.35754 -0.028 -0.147 0.072 -1.39
C 1.16571 -0.61662 4.65392 -0.137 0.010 -0.097 0.79
F 2.17457 -0.08166 5.49998 0.082 0.066 -0.008 -0.37
Si 1.66264 -2.42583 4.31377 -0.019 0.006 0.119 0.14
C 0.81504 -3.08173 2.72993 0.278 -0.075 0.320 -0.12
O 0.62329 -2.08007 1.73487 -0.325 -0.116 -0.221 -0.06
O -0.47807 -1.24762 2.12187 0.225 0.077 0.370 -0.39
B 3.69513 -2.50684 4.17409 0.201 -0.047 -0.135 0.30
O 4.42018 -3.50769 4.79890 -0.307 0.217 0.267 -0.66
O 4.40409 -1.59758 3.43793 -0.256 0.138 0.075 -0.03
H -0.06843 -0.79732 6.38922 -0.006 0.048 -0.012 0.37
H -0.51405 0.57913 5.35163 0.041 -0.009 0.037 0.35
H -0.92582 -1.07941 4.88502 -0.008 0.089 -0.057 0.32
H 1.18275 -0.01847 3.73878 0.022 -0.043 0.000 -0.01
H 1.18332 -3.21494 5.47883 0.019 -0.057 -0.046 -0.24
H 1.48551 -3.80345 2.25313 -0.112 -0.004 -0.113 -0.15
H -0.11989 -3.62010 2.94258 -0.025 0.084 -0.143 0.41
H -1.17055 -1.88000 2.37362 -0.009 -0.045 -0.271 0.31
H 4.89744 -3.21321 5.58388 0.179 -0.120 -0.247 0.29
H 3.84379 -0.90485 3.06299 0.156 -0.108 0.026 0.18
C 7.14668 0.07004 2.35774 0.050 -0.012 -0.008 -0.30
C 8.28567 0.74799 3.11850 -0.025 0.010 -0.002 -0.56
C 8.19985 2.17432 2.58894 0.001 -0.020 0.012 -0.50
O 6.82117 2.40924 2.29998 -0.008 0.031 -0.012 -0.45
C 6.10156 1.17711 2.33483 0.000 -0.029 0.011 -0.22
H 6.77764 -0.83862 2.82886 0.002 0.021 0.002 0.18
H 7.46511 -0.17134 1.34111 0.001 0.011 -0.007 0.27
H 8.08545 0.72887 4.19178 -0.004 0.002 0.003 0.27
H 9.26008 0.29343 2.94461 -0.003 -0.001 -0.011 0.35
H 8.78480 2.29012 1.66993 0.001 -0.005 -0.001 0.27
H 8.53625 2.92288 3.30743 0.002 0.001 -0.001 0.28
H 5.48204 1.14908 3.23886 0.003 -0.005 0.004 0.17
H 5.44676 1.13353 1.46222 -0.003 0.000 -0.002 0.22
C 0.39578 1.80981 0.24485 -0.005 -0.009 0.013 -0.38
C -0.10242 2.92517 -0.67330 -0.006 -0.008 0.004 -0.55
C 0.01891 2.26811 -2.04327 -0.025 0.023 0.023 -0.46
O -0.20515 0.87495 -1.83771 0.031 -0.031 -0.031 -0.48
C -0.17734 0.57509 -0.43721 0.001 0.008 -0.026 0.00
H 0.05706 1.90783 1.27533 -0.007 0.004 -0.001 0.30
H 1.48762 1.77569 0.24324 0.007 0.004 -0.011 0.18
H -1.14778 3.15326 -0.45343 -0.005 -0.007 -0.002 0.22
H 0.47253 3.84725 -0.59797 0.009 -0.006 0.006 0.39
H 1.01868 2.41522 -2.46667 0.001 0.005 0.004 0.36
H -0.71547 2.63860 -2.76208 0.003 0.000 -0.004 0.21
H -1.19690 0.37490 -0.09292 0.008 -0.008 0.011 0.12
H 0.41839 -0.32324 -0.28024 -0.016 0.001 -0.020 0.10
C -4.00983 1.23428 -3.49227 -0.012 0.010 0.001 -0.61
C -4.68126 2.57258 -3.18767 0.012 -0.010 -0.005 -0.37
C -5.46901 2.23775 -1.92845 0.002 0.006 0.005 -0.21
O -4.70741 1.24522 -1.23521 0.003 -0.007 0.014 -0.48
C -3.68039 0.73728 -2.09079 0.000 0.015 -0.002 0.32
H -3.12382 1.31758 -4.12082 0.003 0.005 0.004 0.35
H -4.71632 0.56015 -3.98243 -0.006 -0.001 0.003 0.26
H -3.92623 3.33327 -2.97482 0.007 -0.005 0.009 0.29
H -5.32096 2.94118 -3.98721 -0.002 0.002 0.002 0.14
H -6.45598 1.83629 -2.17557 -0.002 0.011 -0.016 0.13
H -5.60682 3.09677 -1.27033 -0.008 -0.006 0.007 0.28
H -2.70854 1.11640 -1.76361 0.013 -0.009 -0.008 -0.46
H -3.66427 -0.35097 -2.01204 -0.001 0.000 0.005 0.33
C -9.23562 2.73639 -5.84595 0.000 0.007 0.011 -0.56
C -9.67080 4.12685 -5.38462 0.007 -0.014 0.005 -0.56
C -9.26441 4.09969 -3.91636 -0.010 0.011 -0.021 -0.47
O -8.11029 3.26173 -3.83882 0.047 -0.003 0.013 -0.33
C -7.94073 2.55044 -5.06494 -0.038 -0.014 -0.012 -0.40
H -9.08988 2.65766 -6.92229 0.000 0.010 -0.001 0.34
H -9.97232 1.98948 -5.54402 -0.001 -0.001 0.008 0.28
H -9.11109 4.89583 -5.92063 0.008 0.000 0.001 0.27
H -10.73379 4.32010 -5.52108 -0.002 -0.009 -0.002 0.34
H -10.05889 3.67403 -3.29443 -0.003 -0.001 -0.002 0.28
H -9.00712 5.08312 -3.52138 0.000 -0.001 0.001 0.27
H -7.08894 2.96967 -5.61250 -0.004 0.004 -0.007 0.29
H -7.72133 1.50657 -4.83453 0.008 0.002 -0.001 0.24
C 4.08638 -5.21876 -1.45085 0.002 0.000 0.014 -0.53
C 4.84939 -5.64479 -0.19674 -0.016 0.006 -0.008 -0.59
C 4.02733 -4.97955 0.89953 0.026 -0.004 -0.021 -0.10
O 2.67871 -4.95660 0.42300 -0.045 0.024 0.132 -0.42
C 2.64288 -5.28187 -0.96775 0.027 0.023 -0.020 -0.47
H 4.26692 -5.86040 -2.31203 0.007 -0.008 0.007 0.35
H 4.35051 -4.19547 -1.72437 -0.004 0.006 0.003 0.26
H 4.82200 -6.73063 -0.08687 -0.006 -0.003 0.001 0.28
H 5.89063 -5.32630 -0.18855 -0.001 0.007 -0.009 0.33
H 4.36425 -3.95211 1.07756 0.004 0.000 -0.002 0.04
H 4.05487 -5.51962 1.84711 -0.001 0.005 0.002 0.28
H 2.22728 -6.28765 -1.08970 0.008 -0.004 -0.002 0.26
H 1.98719 -4.57248 -1.47346 -0.003 0.001 0.004 0.28
```
Positions in Å, forces in eV/Å.

Output
E_HOMO   -0.330 Eh
SMILES   C[C@@H](F)[Si@@H](COO)B(O)O.C1CCOC1.C1CCOC1.C1CCOC1.C1CCOC1.C1CCOC1
Orbital gap   9.5 eV